Here is a structure of composition C28H54F5NNbO7S3Si at a distorted geometry from the Open Molecules 2025 dataset. Energies are from ωB97M-V/def2-TZVPD.

Geometry as XYZ:
```
100
Properties=species:S:1:pos:R:3:lowdin_charge:R:1
C -7.07698 4.53237 0.67392 -0.1647
Si -6.22563 2.96093 1.30213 0.4123
C -6.75885 2.56672 3.06870 -0.1659
C -6.92898 1.55192 0.22590 -0.1565
O -4.58396 3.06440 1.19906 -0.2449
C -4.09703 3.32150 -0.13087 -0.3857
C -3.42324 4.70540 -0.21794 -0.3234
Nb -1.18646 4.73353 0.26705 1.6125
C -1.21685 6.92388 0.82454 -0.3372
C 0.93950 4.35351 0.95155 -0.3626
C 1.15843 3.16347 1.93000 -0.3346
C 1.05755 1.77139 1.28331 -0.2145
C 0.70728 0.69673 2.35763 -0.1367
N -0.53560 -0.03115 2.15957 -0.0928
C -0.81102 -1.22537 2.78931 -0.1316
C -2.04207 -1.63575 2.44683 -0.1180
C -2.59512 -0.65740 1.54912 -0.0985
C -1.62514 0.26202 1.43629 -0.1512
C -0.58555 5.11292 -1.96725 -0.4755
F -1.11960 6.33415 -2.35261 -0.0207
F 0.77162 5.21954 -2.17977 -0.0087
C -1.07742 4.11533 -3.04369 -0.6083
F -2.36026 4.30471 -3.35955 0.1330
F -0.84653 2.84064 -2.74421 0.1176
F -0.38926 4.34266 -4.21382 0.0860
H -6.68900 4.70548 -0.33310 0.0247
H -6.89582 5.40143 1.30502 0.0271
H -8.14801 4.34882 0.56481 0.0223
H -6.61114 1.50177 3.25511 0.0232
H -7.82772 2.76428 3.17492 0.0242
H -6.17960 3.15343 3.78238 0.0263
H -7.81260 1.92777 -0.29610 0.0191
H -6.20368 1.22919 -0.52130 0.0242
H -7.23864 0.72153 0.86072 0.0180
H -4.95970 3.27672 -0.82053 0.0764
H -3.42434 2.52164 -0.43396 0.0671
H -3.88301 5.30698 0.57282 0.0320
H -3.63179 5.13913 -1.20186 0.0403
H -1.24687 2.95747 -0.13236 -0.0723
H -1.68776 4.32580 1.98349 -0.0662
H -0.89215 7.57485 0.00422 -0.0289
H -0.67685 7.15374 1.74706 -0.0362
H -2.26677 7.18483 1.01567 -0.0351
H 1.64784 4.25994 0.11878 0.0367
H 1.20779 5.26072 1.51072 0.0302
H 2.19096 3.25387 2.30854 0.0853
H 0.50472 3.28654 2.79332 0.0706
H 2.06134 1.54366 0.91563 0.0830
H 0.40389 1.74743 0.41817 0.0512
H 1.50717 -0.04628 2.32757 0.0936
H 0.75446 1.17487 3.33777 0.1133
H -0.05897 -1.65411 3.43387 0.1070
H -2.52981 -2.53239 2.79522 0.0818
H -3.57025 -0.65638 1.10135 0.0903
H -1.76424 1.14219 0.82375 0.0794
C 1.50579 -1.61617 -3.35947 -0.2141
C 1.52250 -3.07161 -2.86523 -0.2371
C 1.27190 -3.03891 -1.35278 -0.2116
S 0.30267 -1.55923 -1.03142 0.6801
O 1.07120 -0.64957 -0.22653 -0.3049
O -1.02714 -1.94266 -0.65648 -0.2935
C 0.28103 -0.97037 -2.72108 -0.2180
H 1.46421 -1.56019 -4.44727 0.1115
H 2.41221 -1.10123 -3.02952 0.1154
H 0.72974 -3.62958 -3.35925 0.1047
H 2.46150 -3.56248 -3.10026 0.1015
H 0.71602 -3.90519 -1.01137 0.0763
H 2.20472 -2.95208 -0.79405 0.0992
H 0.30805 0.11811 -2.72799 0.1024
H -0.63943 -1.32594 -3.18284 0.1080
C 4.68580 -0.21626 2.09994 -0.2209
C 6.14073 -0.37260 2.55781 -0.2149
C 6.76055 -1.50447 1.72817 -0.2246
S 5.87034 -1.52505 0.16402 0.6600
O 5.14543 -2.76969 0.06594 -0.3320
O 6.74628 -1.08224 -0.89183 -0.3309
C 4.72083 -0.21980 0.57516 -0.2230
H 4.23458 0.69870 2.48176 0.1144
H 4.09192 -1.06089 2.45702 0.1206
H 6.68177 0.55817 2.37433 0.1160
H 6.20902 -0.58511 3.62422 0.1117
H 7.81701 -1.33801 1.53205 0.0980
H 6.62010 -2.47410 2.20266 0.1004
H 3.75171 -0.42595 0.11990 0.0922
H 5.12674 0.71408 0.18673 0.1133
C 2.37936 -8.94196 -2.68780 -0.2239
C 3.45756 -8.61734 -1.64525 -0.2156
C 3.33097 -7.12764 -1.30191 -0.2104
S 1.60805 -6.69646 -1.57386 0.6794
O 1.53649 -5.75591 -2.66601 -0.3180
O 0.97266 -6.43305 -0.31087 -0.3078
C 1.09405 -8.30372 -2.17019 -0.2289
H 2.26229 -10.01581 -2.82897 0.1126
H 2.65236 -8.50272 -3.65002 0.1183
H 3.28857 -9.21775 -0.74877 0.1154
H 4.45656 -8.85081 -2.01134 0.1123
H 3.58683 -6.92222 -0.26569 0.1055
H 3.93668 -6.50887 -1.96147 0.1079
H 0.33069 -8.18183 -2.93512 0.1077
H 0.69086 -8.85654 -1.32201 0.1073
```

Values from the calculation:
- Multiplicity: 1
- Relative energy (zero: lowest compared OMol25 entry of this formula, charge and spin): 127.4 kJ/mol
- HOMO energy: -4.92 eV
- F_max: 0.061 Eh/bohr
- Orbital gap: 0.2396 hartree
- Total charge: -1

***

Here is a structure of composition C18H14Cl2N4O5SW from the Open Molecules 2025 dataset. Energies are from ωB97M-V/def2-TZVPD.

Geometry as XYZ:
```
45
Properties=species:S:1:pos:R:3:lowdin_charge:R:1
W -0.09974 0.30292 -0.21544 1.7980
Cl 3.03360 -2.58962 2.29728 0.8218
C 2.08361 -3.03617 0.95497 -0.5626
C 2.23649 -4.31291 0.36537 -0.0701
C 1.49120 -4.68785 -0.72021 -0.5756
Cl 1.70740 -6.23517 -1.41570 0.8118
C 0.52825 -3.79481 -1.28097 -0.1416
C -0.31751 -4.05080 -2.37038 0.0604
C -1.21626 -3.08314 -2.78294 0.0089
C -1.26875 -1.86050 -2.12842 -0.0581
N -0.46686 -1.57675 -1.09581 -0.0647
C 0.40610 -2.54225 -0.67032 -0.1616
C 1.17235 -2.15988 0.42415 -0.3247
O 0.93837 -0.89010 0.85902 -0.2153
H 2.96360 -4.99510 0.78366 0.1270
H -0.26767 -5.00509 -2.87890 0.1222
H -1.88031 -3.26085 -3.61603 0.1310
H -1.95605 -1.08603 -2.44350 0.1290
C -2.46585 -1.40899 1.96914 -0.0162
N -1.87172 -0.52707 2.97188 0.0854
C -1.15123 0.54397 2.70617 -0.4897
N -0.65734 1.31350 3.66250 0.2541
O -0.91587 0.90210 1.47697 -0.1848
H -3.34665 -1.87225 2.40461 0.1092
H -1.76640 -2.18967 1.66970 0.0908
H -2.78475 -0.83007 1.10599 0.0835
H -2.01059 -0.77140 3.94129 0.1726
H -0.79580 1.11613 4.64096 0.1479
H -0.07394 2.09649 3.41577 0.1458
O 3.07658 4.65301 -2.49622 -0.2109
S 2.84107 3.81118 -1.38276 0.6972
O 3.67882 3.76494 -0.23676 -0.2270
N 2.65574 2.20282 -1.91542 0.1019
C 1.47050 1.84212 -1.70639 -0.4581
O 0.97096 0.57736 -1.76912 -0.1628
C 0.50998 2.80222 -1.14095 -0.2110
C -0.84334 2.57748 -0.90313 -0.1370
C -1.56828 3.61240 -0.30035 -0.0228
C -0.93612 4.80915 0.00620 -0.0006
C 0.42289 5.02588 -0.26828 0.0426
C 1.13259 3.99014 -0.83243 -0.1623
H -1.40077 1.73150 -1.36535 0.1099
H -2.62827 3.50128 -0.11687 0.1300
H -1.51541 5.61057 0.44503 0.1308
H 0.88540 5.97931 -0.04802 0.1456
```

Values from the calculation:
- Multiplicity: 1
- Relative energy (zero: lowest compared OMol25 entry of this formula, charge and spin): 27.5 kJ/mol
- HOMO energy (spin up / spin down): -14.67 / -14.64 eV
- F_max: 0.013 Eh/bohr
- Orbital gap (spin up / spin down): 0.2399 / 0.2389 hartree
- Total charge: +2

***

Here is the molecule C2H6ClN at a distorted geometry from the Open Molecules 2025 dataset. Energies are from ωB97M-V/def2-TZVPD.

Geometry as XYZ:
```
10
Properties=species:S:1:pos:R:3:lowdin_charge:R:1
C 1.28545 0.51517 0.24935 -0.3528
C -0.10795 0.91148 -0.25466 -0.5142
H 2.24404 -1.24388 0.51754 0.0759
H 0.92198 -1.30904 -0.43355 -0.0005
H 1.96102 1.34957 -0.13422 0.1280
H 1.27573 0.58820 1.30024 0.0829
H -0.47095 1.74985 0.37874 0.0716
H -0.19440 1.04329 -1.29894 0.0444
N 1.71011 -0.78491 -0.21440 -0.0060
Cl -1.45725 -0.30844 0.07076 0.4707
```

Values from the calculation:
- Multiplicity: 1
- Relative energy (zero: lowest compared OMol25 entry of this formula, charge and spin): 45.1 kJ/mol
- HOMO energy: -9.57 eV
- SMILES: NCCCl
- F_max: 0.044 Eh/bohr
- Orbital gap: 0.3903 hartree